[1]
Molecular formula: C28H24CeI2N4O4
Method: DFT, ωB97M-V/def2-TZVPD

The geometry in XYZ format:
```
63
Properties=species:S:1:pos:R:3:lowdin_charge:R:1
Ce -0.697 -0.293 1.357 1.23
O -0.420 -4.323 -3.011 0.08
C -1.578 -3.684 -3.042 -0.29
C -2.465 -3.908 -4.091 -0.01
C -3.721 -3.330 -4.107 -0.08
C -4.157 -2.538 -3.065 -0.09
C -3.285 -2.260 -2.076 -0.03
C -1.997 -2.792 -2.067 -0.08
C -1.192 -2.378 -0.927 -0.43
O -1.809 -1.612 -0.069 -0.24
N 0.029 -2.751 -0.836 0.08
N 0.613 -2.248 0.331 -0.03
C 1.552 -2.983 0.834 -0.03
C 2.354 -2.556 1.973 -0.14
C 3.670 -3.041 2.191 -0.04
C 4.499 -2.649 3.223 -0.11
C 4.055 -1.701 4.112 -0.08
C 2.761 -1.195 3.945 -0.01
C 1.867 -1.632 2.922 -0.31
O 0.599 -1.154 2.884 -0.26
H 0.095 -3.990 -2.235 0.09
H -2.102 -4.572 -4.900 0.13
H -4.380 -3.508 -4.944 0.10
H -5.161 -2.193 -3.028 0.10
H -3.531 -1.673 -1.213 0.11
H 1.814 -3.916 0.313 0.14
H 4.079 -3.759 1.492 0.11
H 5.475 -3.127 3.354 0.11
H 4.607 -1.285 4.961 0.11
H 2.353 -0.452 4.593 0.10
I 0.964 7.041 -1.004 0.86
C 0.225 5.340 -0.059 -0.75
C -1.138 5.024 -0.038 -0.20
C -1.571 3.841 0.555 -0.56
I -3.613 3.232 0.480 0.93
C -0.700 2.942 1.181 -0.42
O -1.175 1.809 1.670 -0.31
C 0.663 3.290 1.167 -0.16
C 1.607 2.322 1.878 -0.11
N 1.641 1.050 1.120 -0.07
C 2.008 1.193 -0.330 -0.09
C 0.816 1.573 -1.164 -0.23
C 0.917 2.687 -2.071 -0.01
C -0.195 3.042 -2.760 -0.05
C -1.370 2.284 -2.642 -0.04
C -1.366 1.198 -1.804 -0.13
N -0.308 0.872 -1.072 0.07
C 1.102 4.461 0.580 -0.13
H -1.810 5.693 -0.491 0.07
H 2.593 2.793 2.086 0.13
H 1.226 2.105 2.879 0.13
H 2.307 0.425 1.578 0.11
H 2.779 1.948 -0.475 0.12
H 2.396 0.250 -0.721 0.14
H 1.810 3.263 -2.154 0.11
H -0.118 3.912 -3.444 0.13
H -2.269 2.478 -3.192 0.11
H -2.235 0.543 -1.703 0.12
H 2.171 4.723 0.646 0.11
C -2.668 -0.905 2.503 -0.14
H -2.969 -1.892 2.098 0.04
H -3.304 -0.042 2.283 0.02
H -2.342 -0.996 3.551 0.03
```

The calculation puts the LUMO energy (spin up / spin down) at -0.8 / -0.1 eV. The calculation puts the HOMO energy (spin up / spin down) at -0.301 / -0.302 hartree. As for the energy relative to the best compared isomer or geometry (same formula, charge and spin): 0.000 eV. The charge is 0.



[2]
Molecular formula: C19H23NO
Method: DFT, ωB97M-V/def2-TZVPD

The geometry in XYZ format:
```
44
Properties=species:S:1:pos:R:3:lowdin_charge:R:1
C -4.638 -0.749 -0.288 -0.07
H -4.202 0.013 -0.928 0.07
H -5.666 -0.915 -0.605 0.08
H -4.080 -1.673 -0.424 0.08
C -4.602 -0.315 1.179 -0.39
C -3.179 -0.162 1.659 -0.22
C -2.317 0.760 1.077 -0.03
C -1.018 0.896 1.524 -0.02
C -0.542 0.111 2.568 -0.22
C -1.396 -0.813 3.150 -0.04
C -2.699 -0.942 2.702 -0.03
H -3.352 -1.665 3.172 0.11
H -1.044 -1.432 3.963 0.11
C 0.890 0.252 3.013 -0.13
N 1.800 -0.036 1.923 0.07
C 2.517 0.924 1.295 -0.52
O 2.566 2.072 1.683 0.06
C 3.230 0.433 0.047 -0.09
H 3.593 -0.587 0.184 0.12
H 4.079 1.088 -0.150 0.12
C 2.257 0.489 -1.144 -0.15
C 2.935 0.000 -2.392 -0.25
C 2.828 -1.327 -2.786 -0.05
C 3.485 -1.784 -3.915 -0.09
C 4.262 -0.917 -4.663 -0.10
C 4.377 0.408 -4.278 -0.08
C 3.719 0.862 -3.150 -0.04
H 3.809 1.897 -2.853 0.12
H 4.981 1.090 -4.860 0.10
H 4.775 -1.272 -5.545 0.10
H 3.390 -2.818 -4.211 0.10
H 2.220 -2.008 -2.207 0.11
H 1.927 1.521 -1.276 0.13
H 1.380 -0.127 -0.929 0.11
H 1.738 -0.954 1.511 0.15
H 1.101 -0.417 3.853 0.12
H 1.100 1.283 3.314 0.13
H -0.359 1.621 1.068 0.12
H -2.661 1.384 0.265 0.11
C -5.384 0.985 1.380 -0.07
H -4.964 1.786 0.778 0.07
H -5.351 1.288 2.425 0.08
H -6.423 0.847 1.091 0.08
H -5.081 -1.097 1.778 0.13
```

The calculation puts the LUMO energy at 0.7 eV. The calculation puts the HOMO energy at -0.326 hartree. Its SMILES is CC(C)c1ccc(CNC(=O)CCc2ccccc2)cc1. As for the energy relative to the best compared isomer or geometry (same formula, charge and spin): 0.058 eV. The charge is 0.



[3]
Molecular formula: C9H15ClIrN7O4
Method: DFT, ωB97M-V/def2-TZVPD

The geometry in XYZ format:
```
37
Properties=species:S:1:pos:R:3:lowdin_charge:R:1
Ir 0.574 0.202 -0.102 1.40
N 0.400 0.143 2.352 0.00
C 1.492 0.440 3.245 -0.23
C 2.724 -0.423 3.002 -0.15
C 3.398 -0.139 1.659 -0.22
N 2.650 -0.653 0.516 -0.04
H -0.431 0.702 2.543 0.11
H 0.134 -0.845 2.412 0.12
H 1.196 0.268 4.300 0.16
H 1.732 1.507 3.183 0.13
H 2.462 -1.482 3.078 0.13
H 3.448 -0.210 3.790 0.14
H 4.398 -0.604 1.690 0.15
H 3.557 0.936 1.530 0.13
H 2.443 -1.648 0.646 0.12
H 3.224 -0.575 -0.328 0.12
N -0.390 0.364 -4.308 0.13
C 0.285 -0.229 -3.326 -0.07
N 0.373 0.614 -2.298 -0.01
C -0.307 1.723 -2.716 -0.30
N -0.758 1.571 -3.938 0.19
C -0.526 2.860 -1.858 -0.12
C -1.166 4.038 -2.340 0.10
N -1.365 4.984 -1.494 0.32
C -1.017 4.976 -0.247 0.06
C -0.354 3.819 0.222 0.00
N -0.152 2.811 -0.588 0.12
H -0.653 0.012 -5.230 0.22
H 0.679 -1.228 -3.360 0.17
H -1.465 4.131 -3.382 0.19
H -1.223 5.835 0.388 0.18
H -0.026 3.763 1.252 0.15
O -1.916 -0.811 -1.807 -0.25
Cl -1.838 -1.232 -0.480 0.70
O -2.818 -2.038 -0.007 -0.10
O -1.677 -0.003 0.348 -0.40
O -0.483 -1.815 -0.290 -0.36
```

The calculation puts the LUMO energy (spin up / spin down) at -12.9 / -14.6 eV. The calculation puts the HOMO energy (spin up / spin down) at -0.746 / -0.747 hartree. As for the energy relative to the best compared isomer or geometry (same formula, charge and spin): 1.970 eV. The spin multiplicity is 2. The charge is +3.